C7H13F6GaNO3P | ωB97M-V/def2-TZVPD

Structure (XYZ):
```
32
Properties=species:S:1:pos:R:3:mulliken_charge:R:1
C 0.259 -1.067 2.360 -0.951
P 0.169 -1.879 0.713 0.296
O -1.378 -1.480 0.255 -0.561
Ga 1.686 -0.901 -0.809 0.313
F 3.339 -1.438 -0.369 -0.487
C 1.546 1.035 -1.214 -0.895
C 1.127 1.911 -0.015 -0.196
C 0.177 3.066 -0.397 -1.256
C -1.277 2.664 -0.504 0.946
F -1.435 1.494 -1.162 -0.262
F -1.960 3.611 -1.213 -0.350
C -2.014 2.534 0.881 0.635
F -2.840 3.564 1.084 -0.285
F -2.734 1.415 0.952 -0.258
F -1.142 2.520 1.906 -0.275
O 1.310 -1.976 -2.396 -0.555
C 0.106 -1.960 -2.796 0.608
N -1.002 -2.004 -3.117 -0.591
H 1.274 -0.733 2.582 0.340
H -0.418 -0.207 2.346 0.196
H -0.104 -1.744 3.134 0.331
H -1.855 -2.269 -0.021 0.283
H 2.535 1.361 -1.555 0.548
H 0.874 1.184 -2.063 0.480
H 2.021 2.377 0.409 0.411
H 0.658 1.325 0.781 -0.035
H 0.252 3.889 0.319 0.361
H 0.481 3.454 -1.374 0.437
O -0.054 -4.843 0.320 -0.409
H 0.498 -4.430 1.052 0.346
H -0.497 -5.705 0.459 0.439
H 0.401 -4.768 -0.546 0.397
```

Values from the calculation:
E_HOMO, eV: -8.008
Orbital gap, eV: 6.3
Charge: 0
Energy relative to the best compared isomer or geometry (same formula, charge and spin), kcal/mol: 0.00
Spin multiplicity: 1